15
Properties=species:S:1:pos:R:3:forces:R:3 method="wB97M-V/def2-TZVPD" total_charge=+1 relative_energy_kj_mol=543.27 e_tot_ev=-7262.511 homo_lumo_gap_ev=9.9571 lumo_ev=-4.66
C 0.002390 1.644113 -0.181230 0.8044 -0.1910 -1.0994
C 0.582573 0.228016 -0.324863 0.1132 -1.9442 -3.7472
C -0.752441 -0.122178 0.389158 -0.4919 1.1403 -0.1017
C -1.890778 -0.936263 -0.153066 1.2509 0.9556 0.9613
N -1.115866 1.308386 0.321950 0.7036 0.6124 0.3301
N 1.958499 -0.088890 0.303340 1.3696 -0.2056 0.1202
H 0.354606 2.632050 -0.504550 -0.1578 -0.3701 0.1578
H 0.667919 -0.616582 -1.782951 -0.2462 2.6093 3.7502
H -0.566142 -0.388498 1.398138 0.1152 -0.3613 1.2134
H -1.441988 -1.872990 -0.073019 -0.5686 -2.4529 0.1509
H -2.067540 -0.727686 -1.167375 -0.4468 0.4173 -1.3174
H -2.738011 -0.679428 0.491966 0.0718 -0.6795 -0.2792
H 2.018928 -1.150820 0.664296 -0.0333 3.1913 -0.5795
H 2.207540 0.698307 0.993535 -0.7299 -1.9709 -0.2216
H 2.780315 0.072462 -0.375324 -1.7540 -0.7508 0.6621